DFT (ωB97M-V with the def2-TZVPD basis set) results for C5H8O2 as an isolated structure.

Element x y z (Å)
O -0.937 2.160 0.720
O -0.887 -2.195 0.292
C -1.160 -0.834 0.032
C -0.136 1.399 0.119
C 0.128 -0.056 0.307
C 1.278 -0.465 -0.607
C 0.177 2.357 -0.815
H -1.961 -0.448 0.679
H -1.458 -0.672 -1.016
H 1.357 -1.551 -0.669
H -1.667 -2.709 0.055
H 0.964 3.068 -0.550
H 0.385 -0.220 1.362
H 1.107 -0.069 -1.615
H 2.228 -0.063 -0.243

Properties
highest occupied orbital energy = -9.16 eV
total energy = -345.648148 Eh
gap between HOMO and LUMO = 9.4 eV

=====

DFT (ωB97M-V with the def2-TZVPD basis set) results for one molecule with the formula C4H10N2O2 in a non-equilibrium geometry.

Element x y z (Å)
O 0.446 0.865 -1.787
O 0.919 -0.525 1.446
N 0.213 0.235 0.482
N -0.329 -2.548 -1.694
C -0.696 -1.608 -1.022
C 0.184 -0.359 2.710
C 0.484 -0.134 -0.831
C -0.127 2.111 -1.508
H -0.751 -0.179 2.381
H -0.303 2.574 -2.452
H -1.145 1.992 -1.147
H -0.798 -3.401 -1.586
H 1.519 -0.634 -1.118
H 0.460 1.225 0.575
H 0.683 0.411 3.361
H 0.433 2.701 -0.854
H 0.203 -1.287 3.338
H -1.397 -1.439 -0.295

Properties
highest occupied orbital energy = -7.90 eV
total energy = -418.197070 Eh
gap between HOMO and LUMO = 8.8 eV
structure (SMILES) = [H]/N=C/[C@H](NOC)OC

=====

DFT (ωB97M-V with the def2-TZVPD basis set) results for a 2-piece molecular cluster, CHN4 overall in a non-equilibrium geometry.

Element x y z (Å)
N 0.268 0.009 -1.180
N -0.872 0.560 -1.294
N 1.587 0.286 1.600
N -1.127 -0.659 -1.062
C 0.607 0.027 1.021
H -0.462 -0.223 0.915

Properties
total charge = -1
highest occupied orbital energy (alpha / beta) = -2.28 / -2.28 eV
total energy = -257.591536 Eh
gap between HOMO and LUMO (alpha / beta) = 7.5 / 7.5 eV

=====

DFT (ωB97M-V with the def2-TZVPD basis set) results for a 14-piece molecular cluster, C28H84O24 overall in a non-equilibrium geometry.

Element x y z (Å)
O -32.215 19.576 -27.028
O -30.300 21.593 -22.937
O -27.411 20.813 -22.822
O -32.443 16.813 -22.491
O -26.643 15.462 -28.575
O -23.170 21.522 -23.364
O -28.461 19.803 -25.412
O -24.648 23.049 -27.735
O -24.500 16.291 -27.154
O -29.586 17.718 -22.984
O -26.819 16.408 -23.927
O -26.596 24.892 -29.449
O -30.184 25.128 -27.458
O -28.956 22.623 -26.402
O -25.635 22.968 -24.347
O -22.572 19.930 -25.742
O -22.708 17.819 -29.500
O -21.017 15.609 -26.060
O -19.921 20.354 -24.770
O -21.100 19.306 -31.392
O -30.932 17.013 -26.427
O -25.104 18.984 -22.488
O -25.115 19.692 -26.854
O -29.414 20.079 -31.877
C -23.235 15.647 -27.130
C -30.357 22.865 -26.561
C -27.391 16.559 -29.201
C -22.998 19.131 -29.980
C -30.805 24.318 -26.502
C -26.539 17.767 -29.337
C -30.107 16.400 -22.883
C -26.969 23.735 -28.797
C -31.920 17.544 -25.549
C -31.285 16.289 -21.848
C -26.037 19.593 -25.795
C -21.674 19.872 -30.231
C -24.799 17.294 -20.787
C -29.352 22.023 -21.964
C -29.087 21.043 -30.975
C -27.926 22.059 -22.538
C -20.232 19.421 -25.812
C -23.126 22.792 -24.119
C -32.803 18.497 -26.375
C -22.397 16.014 -25.857
C -25.794 22.729 -28.599
C -27.886 14.499 -24.999
C -27.466 19.638 -26.417
C -26.680 15.045 -24.256
C -29.303 20.700 -29.498
C -21.537 19.842 -26.677
C -24.499 23.566 -23.933
C -24.792 18.722 -21.129
H -25.870 20.356 -25.034
H -26.167 21.760 -28.267
H -22.732 15.963 -28.043
H -30.503 15.989 -23.811
H -29.402 21.455 -21.035
H -32.536 16.733 -25.161
H -25.778 22.096 -23.973
H -31.564 19.117 -27.563
H -26.245 25.508 -28.802
H -22.766 15.459 -24.994
H -27.927 22.660 -23.447
H -27.151 18.554 -29.779
H -28.044 21.330 -31.113
H -27.729 20.558 -23.691
H -29.547 23.066 -21.714
H -22.512 17.052 -25.544
H -30.678 24.924 -25.605
H -30.118 20.659 -23.068
H -25.065 19.932 -22.630
H -24.456 17.249 -27.101
H -32.998 17.120 -21.770
H -24.050 16.798 -21.404
H -33.636 18.977 -25.861
H -25.659 17.654 -29.970
H -27.731 16.258 -30.193
H -23.819 19.178 -20.950
H -30.725 22.301 -25.704
H -25.909 15.770 -28.038
H -22.291 20.514 -25.034
H -19.603 21.214 -25.053
H -23.068 21.599 -22.413
H -27.259 22.586 -21.856
H -25.427 22.486 -29.596
H -27.951 13.425 -24.825
H -27.764 14.654 -26.071
H -27.745 23.380 -29.475
H -29.147 20.451 -32.721
H -33.282 17.893 -27.146
H -24.437 17.161 -19.767
H -27.459 23.926 -27.843
H -31.582 15.308 -21.479
H -26.421 14.465 -23.370
H -23.578 19.134 -30.903
H -31.539 18.196 -24.763
H -20.994 14.651 -26.003
H -27.516 20.397 -27.197
H -29.298 25.309 -27.134
H -21.863 19.157 -27.460
H -31.168 17.233 -27.331
H -28.668 17.557 -23.216
H -28.852 21.838 -25.858
H -24.449 24.569 -24.358
H -27.781 18.700 -26.875
H -20.353 19.842 -31.667
H -29.406 15.687 -22.449
H -30.595 22.473 -27.549
H -26.067 18.000 -28.383
H -29.079 19.072 -25.486
H -25.440 19.210 -20.400
H -25.912 18.679 -25.214
H -25.716 16.750 -21.015
H -31.021 16.968 -21.038
H -30.327 20.374 -29.316
H -23.218 14.559 -27.195
H -23.631 19.573 -29.211
H -28.659 19.874 -29.195
H -29.715 21.899 -31.223
H -24.211 19.771 -26.540
H -20.560 18.549 -25.246
H -20.957 19.597 -29.458
H -22.366 23.432 -23.670
H -21.271 20.851 -26.994
H -22.866 22.790 -25.178
H -21.863 17.630 -29.914
H -28.916 14.791 -24.798
H -19.351 19.297 -26.442
H -21.847 20.942 -30.113
H -28.220 16.962 -28.619
H -25.944 16.802 -23.889
H -31.875 24.395 -26.695
H -24.824 22.615 -26.897
H -29.248 21.601 -28.887
H -24.508 23.809 -22.871
H -25.732 14.964 -24.789

Properties
total charge = -1
highest occupied orbital energy (alpha / beta) = 0.35 / -7.12 eV
2S+1 = 2
total energy = -2922.639664 Eh
gap between HOMO and LUMO (alpha / beta) = 1.7 / 9.1 eV
expectation value of S² = 0.75

=====

DFT (ωB97M-V with the def2-TZVPD basis set) results for one molecule with the formula C18H22N2O4S.

Element x y z (Å)
S 0.243 -3.586 -1.695
O -0.983 -4.288 -1.486
O 1.217 -4.203 -2.556
O -1.346 2.694 -2.150
O -1.235 3.425 2.643
N -0.333 -1.106 -1.541
N -0.088 -2.090 -2.426
C -1.053 2.320 -0.873
C -0.360 -3.189 3.447
C -1.773 4.720 2.526
C -1.025 2.693 1.516
C -0.190 0.135 -1.802
C 1.749 -2.318 2.384
C -0.241 0.617 0.614
C -0.493 1.418 1.703
C 2.542 -2.072 1.278
C -1.992 3.921 -2.379
C -0.496 1.043 -0.689
C 0.116 -3.342 0.988
C 0.914 -3.092 -0.109
C -1.307 3.133 0.228
C 0.303 0.687 -3.112
C 0.520 -2.955 2.259
C 2.139 -2.448 0.000
C 2.982 -2.135 -1.194
H 0.717 1.681 -2.974
H 0.168 -0.371 0.748
H -2.771 4.702 2.077
H -2.958 3.972 -1.867
H -1.845 5.101 3.543
H -0.284 1.085 2.706
H -1.055 -2.356 3.558
H -0.944 -4.097 3.320
H 3.492 -1.572 1.403
H 1.074 0.039 -3.532
H 0.227 -3.266 4.358
H -0.827 -3.838 0.822
H 2.091 -2.007 3.362
H -1.121 5.376 1.941
H -0.516 0.750 -3.826
H 0.433 -1.896 -3.278
H -1.734 4.111 0.078
H 2.681 -1.173 -1.611
H -1.371 4.771 -2.075
H 2.859 -2.899 -1.957
H -2.155 3.968 -3.455
H 4.030 -2.065 -0.914

Properties
highest occupied orbital energy = -7.97 eV
total energy = -1507.699182 Eh
gap between HOMO and LUMO = 8.5 eV
structure (SMILES) = COc1ccc(/C(C)=N/NS(=O)(=O)c2cc(C)ccc2C)c(OC)c1

=====

DFT (ωB97M-V with the def2-TZVPD basis set) results for one molecule with the formula C4H5N3O in a non-equilibrium geometry.

Element x y z (Å)
O -2.758 -1.001 -0.139
N 1.489 0.383 -0.293
N 0.319 0.349 0.376
N -0.331 -0.935 0.025
C 2.313 -0.686 -0.157
C -1.692 -0.419 -0.156
C -0.394 1.463 0.013
C -1.650 1.111 -0.086
H 2.018 -1.800 0.396
H 3.293 -0.718 -0.494
H -0.195 -1.607 0.678
H 0.208 2.389 0.067
H -2.620 1.469 -0.230

Properties
highest occupied orbital energy = -9.06 eV
total energy = -394.775789 Eh
gap between HOMO and LUMO = 9.5 eV
structure (SMILES) = C=Nn1ccc(=O)[nH]1

=====

DFT (ωB97M-V with the def2-TZVPD basis set) results for one molecule with the formula C5H6O.

Element x y z (Å)
O 1.946 1.758 0.391
C -1.012 -1.034 -0.084
C -1.386 0.458 0.140
C 1.533 -0.520 0.231
C 0.453 -1.053 0.094
C 2.419 0.638 0.370
H -2.208 0.779 -0.506
H -1.519 -1.704 0.624
H -1.648 0.625 1.191
H -0.510 1.081 -0.075
H 3.511 0.459 0.446
H -1.263 -1.376 -1.098

Properties
highest occupied orbital energy = -10.13 eV
total energy = -269.258437 Eh
gap between HOMO and LUMO = 10.4 eV
structure (SMILES) = CCC#CC=O

=====

DFT (ωB97M-V with the def2-TZVPD basis set) results for a 2-piece molecular cluster, C5H10 overall in a non-equilibrium geometry.

Element x y z (Å)
C -1.107 2.044 0.489
C -0.788 -1.891 -0.062
C 1.599 -1.132 -0.463
C -0.075 2.444 -0.269
C 0.559 -1.383 0.363
H -1.157 2.260 1.584
H -1.541 -1.134 0.048
H -1.946 1.423 0.027
H 0.659 -1.179 1.452
H 2.541 -0.786 -0.059
H -0.787 -2.218 -1.166
H 0.731 2.983 0.122
H -1.112 -2.774 0.516
H 1.525 -1.301 -1.513
H -0.044 2.236 -1.353

Properties
total charge = +1
highest occupied orbital energy (alpha / beta) = -14.47 / -13.84 eV
2S+1 = 2
total energy = -196.088284 Eh
gap between HOMO and LUMO (alpha / beta) = 9.8 / 4.5 eV
expectation value of S² = 0.75